Entry 1:
113
Properties=species:S:1:pos:R:3:lowdin_charge:R:1 method="wB97M-V/def2-TZVPD" e_tot_ha=-3245.11755 charge=+1 homo_ev=-11.7 fmax_ev_per_a=6.8
C 4.964 1.023 2.212 -0.101
S 3.438 -0.018 2.006 0.741
O 3.042 0.073 0.572 -0.328
O 2.399 0.560 2.901 -0.287
N 3.696 -1.702 2.469 0.032
C 4.670 -2.419 1.897 -0.309
N 4.773 -3.772 2.288 0.204
N 5.474 -1.782 0.914 0.023
C 5.745 -2.615 -0.286 -0.128
C 7.310 -2.682 -0.565 -0.206
O 7.625 -4.045 -0.926 -0.074
H 4.653 2.074 2.437 0.098
H 5.533 0.954 1.237 0.074
H 5.647 0.592 3.009 0.086
H 3.050 -2.099 3.160 0.163
H 5.742 -4.083 2.384 0.141
H 4.279 -3.855 3.184 0.129
H 6.303 -1.335 1.311 0.136
H 5.278 -2.072 -1.165 0.139
H 5.261 -3.630 -0.254 0.138
H 7.925 -2.367 0.329 0.125
H 7.546 -2.006 -1.434 0.131
H 8.354 -4.312 -0.341 0.094
C 0.629 -1.496 0.596 -0.065
C -0.209 -0.241 0.743 -0.202
O -1.305 -0.252 -0.175 0.045
C -2.358 -0.987 0.202 -0.610
O -2.455 -1.616 1.227 0.117
O -3.277 -0.922 -0.764 -0.023
C -4.434 -1.723 -0.519 -0.027
H 0.939 -1.632 -0.443 0.094
H 1.520 -1.438 1.226 0.012
H 0.060 -2.384 0.879 0.085
H 0.395 0.633 0.498 0.118
H -0.561 -0.112 1.769 0.112
H -4.867 -1.507 0.458 0.099
H -4.179 -2.781 -0.601 0.105
H -5.171 -1.483 -1.284 0.092
C -3.084 -0.091 -3.572 -0.066
C -3.140 -0.088 -5.087 -0.203
O -1.865 0.253 -5.646 0.039
C -0.975 -0.742 -5.696 -0.603
O -1.154 -1.874 -5.328 0.122
O 0.162 -0.257 -6.210 -0.001
C 1.225 -1.206 -6.259 -0.053
H -2.691 0.858 -3.201 0.091
H -4.076 -0.252 -3.150 0.072
H -2.422 -0.875 -3.204 0.073
H -3.842 0.676 -5.426 0.124
H -3.492 -1.045 -5.478 0.125
H 0.916 -2.122 -6.763 0.085
H 1.577 -1.424 -5.249 0.094
H 2.044 -0.762 -6.824 0.096
C 4.907 7.996 -0.496 -0.062
C 5.262 7.173 0.727 -0.210
O 4.326 6.100 0.911 0.038
C 4.529 5.025 0.147 -0.603
O 5.414 4.877 -0.655 0.126
O 3.561 4.136 0.416 0.004
C 3.620 2.958 -0.389 -0.049
H 3.870 8.333 -0.442 0.084
H 5.560 8.867 -0.576 0.084
H 5.005 7.407 -1.409 0.077
H 5.199 7.797 1.619 0.124
H 6.284 6.791 0.671 0.123
H 4.609 2.500 -0.347 0.082
H 3.350 3.196 -1.419 0.111
H 2.896 2.250 0.004 0.066
C -3.063 1.420 2.785 -0.049
C -2.799 0.468 3.935 -0.209
O -2.393 1.189 5.106 0.036
C -3.385 1.744 5.810 -0.599
O -4.559 1.680 5.552 0.120
O -2.845 2.400 6.843 0.007
C -3.796 3.101 7.646 -0.033
H -2.199 2.069 2.617 0.088
H -3.274 0.866 1.869 0.065
H -3.913 2.070 2.998 0.082
H -1.974 -0.197 3.675 0.107
H -3.666 -0.160 4.145 0.129
H -4.604 2.443 7.969 0.087
H -4.194 3.953 7.094 0.102
H -3.277 3.469 8.529 0.096
C -0.092 -1.902 -9.597 -0.069
C -0.162 -1.899 -11.111 -0.208
O 1.108 -1.560 -11.681 0.038
C 1.995 -2.559 -11.739 -0.603
O 1.814 -3.690 -11.369 0.123
O 3.128 -2.078 -12.263 0.005
C 4.189 -3.030 -12.320 -0.045
H 0.306 -0.953 -9.230 0.080
H -1.082 -2.062 -9.165 0.086
H 0.573 -2.689 -9.236 0.073
H -0.866 -1.134 -11.443 0.125
H -0.519 -2.856 -11.499 0.126
H 3.873 -3.945 -12.822 0.097
H 4.548 -3.250 -11.313 0.097
H 5.002 -2.586 -12.891 0.094
C -8.070 -0.502 6.864 -0.061
C -6.927 -0.108 7.779 -0.214
O -7.422 0.342 9.047 0.034
C -7.757 -0.626 9.907 -0.604
O -7.671 -1.810 9.712 0.122
O -8.225 -0.048 11.020 0.004
C -8.685 -0.974 12.003 -0.044
H -8.793 0.312 6.782 0.084
H -7.698 -0.748 5.868 0.079
H -8.606 -1.369 7.256 0.076
H -6.383 0.731 7.341 0.101
H -6.214 -0.925 7.906 0.125
H -7.925 -1.722 12.230 0.096
H -9.605 -1.453 11.662 0.100
H -8.901 -0.413 12.911 0.094

Entry 2:
12
Properties=species:S:1:pos:R:3:lowdin_charge:R:1 method="wB97M-V/def2-TZVPD" e_tot_ha=-546.08359 homo_ev=-10.1 fmax_ev_per_a=4.7
C 1.218 0.214 -0.765 0.015
C -1.015 -1.111 0.011 -0.112
C 0.782 1.328 -0.352 -0.240
N -1.114 -0.387 1.041 -0.247
O -1.457 0.683 1.340 0.141
F -1.557 -0.732 -1.199 0.066
F 0.491 2.369 -1.161 0.023
F -0.385 -1.170 2.087 -0.041
H 1.488 -0.561 -0.107 0.066
H 1.157 -0.153 -1.699 0.049
H -0.746 -2.131 0.179 0.151
H 1.139 1.651 0.625 0.129

Entry 3:
20
Properties=species:S:1:pos:R:3:lowdin_charge:R:1 method="wB97M-V/def2-TZVPD" e_tot_ha=-787.47027 smiles="C=C(C)[C@@](F)([C@@H](N)F)C(F)(F)F" homo_ev=-10.2 fmax_ev_per_a=4.1
C 1.514 1.037 -1.613 0.094
C 0.787 0.965 -0.504 -0.231
C 1.200 1.419 0.910 -0.020
C 0.051 -1.333 0.420 -0.287
C -0.380 -0.068 -0.413 -0.311
C -1.645 0.492 0.124 -0.552
N -1.061 -2.193 0.617 0.091
F 1.124 -2.136 -0.118 -0.029
F -0.750 -0.468 -1.663 0.085
F -1.698 1.771 -0.263 0.163
F -2.766 -0.072 -0.339 0.153
F -1.911 0.464 1.481 0.121
H 1.297 0.505 -2.559 0.090
H 2.369 1.624 -1.725 0.050
H 0.221 1.633 1.393 0.088
H 1.715 0.631 1.498 0.092
H 1.993 2.141 0.922 0.075
H 0.474 -1.092 1.323 0.108
H -1.765 -2.108 -0.133 0.090
H -0.769 -3.213 0.640 0.130

Entry 4:
104
Properties=species:S:1:pos:R:3:lowdin_charge:R:1 method="wB97M-V/def2-TZVPD" e_tot_ha=-10386.27891 charge=-1 homo_ev=-3.0 fmax_ev_per_a=9.4
C -2.320 -1.502 -0.983 -0.136
C -1.209 -0.646 -0.450 -0.757
C -0.217 -1.574 0.280 -0.121
O -0.636 0.272 -1.273 -0.366
H -3.195 -1.046 -1.446 0.053
H -2.843 -2.156 -0.285 0.047
H -1.962 -2.270 -1.668 0.054
H -1.691 -0.135 0.384 0.083
H 0.576 -0.970 0.720 0.047
H 0.322 -2.306 -0.321 0.053
H -0.723 -1.938 1.175 0.050
C -9.122 -1.805 3.359 -1.529
Br -7.841 -0.837 4.452 0.563
Br -10.456 -0.606 2.598 0.529
Br -10.174 -3.202 4.390 0.457
H -8.586 -2.388 2.611 -0.021
C 6.161 0.604 -5.389 -0.001
C 7.265 1.474 -5.374 -0.019
C 7.781 2.054 -4.213 -0.287
C 7.050 1.829 -3.034 -0.037
C 6.004 0.953 -3.040 -0.035
C 5.477 0.412 -4.198 -0.351
O 4.429 -0.455 -4.194 0.046
O 8.876 2.937 -4.286 0.022
H 5.789 0.185 -6.313 0.116
H 7.709 1.663 -6.341 0.109
H 7.454 2.183 -2.097 0.111
H 5.565 0.714 -2.083 0.122
H 3.736 0.056 -3.769 0.112
H 8.865 3.406 -3.448 0.087
C 7.128 0.060 5.349 -0.036
C 7.298 -0.666 4.218 -0.011
C 8.620 -0.655 3.698 -0.312
C 9.588 0.042 4.429 -0.029
C 9.272 0.910 5.484 -0.039
C 8.004 0.967 6.025 -0.297
O 7.597 1.806 7.027 0.050
O 8.973 -1.484 2.628 0.012
H 6.175 -0.061 5.843 0.111
H 6.649 -1.413 3.784 0.123
H 10.614 -0.229 4.229 0.112
H 10.142 1.301 5.990 0.106
H 8.200 2.328 7.561 0.110
H 8.819 -0.887 1.892 0.100
C -4.161 -7.573 3.648 -0.046
C -3.808 -7.894 2.370 0.014
C -4.512 -8.923 1.678 -0.302
C -5.473 -9.602 2.382 -0.029
C -5.725 -9.234 3.704 -0.033
C -5.102 -8.207 4.320 -0.351
O -5.226 -7.953 5.683 0.042
O -4.253 -9.242 0.357 0.038
H -3.498 -6.876 4.139 0.132
H -2.987 -7.435 1.840 0.120
H -6.056 -10.321 1.827 0.113
H -6.362 -9.881 4.289 0.113
H -5.761 -8.608 6.136 0.094
H -4.684 -10.070 0.132 0.093
C -5.721 6.247 3.025 -0.015
C -6.283 6.605 4.250 -0.021
C -5.600 6.243 5.422 -0.303
C -4.301 5.853 5.436 -0.015
C -3.641 5.786 4.171 0.002
C -4.376 5.896 2.977 -0.312
O -3.742 5.737 1.755 0.024
O -6.259 6.434 6.676 -0.005
H -6.188 6.602 2.118 0.117
H -7.294 6.984 4.263 0.110
H -3.756 5.558 6.320 0.117
H -2.573 5.625 4.146 0.109
H -3.104 5.031 1.630 0.109
H -6.919 7.130 6.637 0.084
C 0.086 3.421 -7.756 -0.778
O 0.207 4.024 -8.804 0.023
N 0.553 3.782 -6.574 0.161
N -0.483 2.229 -7.724 0.147
H 0.359 3.303 -5.706 0.117
H 0.996 4.678 -6.713 0.117
H -1.124 1.924 -8.442 0.112
H -0.737 1.932 -6.792 0.100
C 4.324 5.326 2.053 -0.883
O 5.402 5.772 2.079 0.072
N 3.925 4.686 3.071 0.165
N 3.679 5.020 0.961 0.164
H 4.674 4.849 3.728 0.130
H 2.968 4.378 3.171 0.123
H 3.198 4.133 0.965 0.115
H 3.890 5.502 0.098 0.115
C 0.516 -7.126 -5.137 -0.793
O -0.164 -7.900 -5.856 -0.029
N 1.575 -6.427 -5.510 0.168
N 0.179 -7.091 -3.948 0.168
H 1.842 -5.629 -4.953 0.111
H 1.766 -6.418 -6.502 0.114
H -0.478 -7.770 -3.591 0.135
H 0.675 -6.603 -3.215 0.125
C -6.572 3.975 -5.545 -0.826
O -7.301 4.932 -5.525 0.035
N -5.797 3.646 -6.566 0.157
N -6.358 3.317 -4.480 0.166
H -5.592 2.657 -6.557 0.104
H -5.774 4.217 -7.399 0.116
H -5.590 2.661 -4.464 0.118
H -6.642 3.760 -3.618 0.131

Entry 5:
72
Properties=species:S:1:pos:R:3:lowdin_charge:R:1 method="wB97M-V/def2-TZVPD" e_tot_ha=-2583.85348 smiles="O=C1OC[C@@H](F)O1.O=C1OC[C@@H](F)O1.O=C1OC[C@@H](F)O1.O=C1OCCO1.O=C1OCCO1.O=C1OCCO1.CO.CO" homo_ev=-10.4 fmax_ev_per_a=5.2
C -0.016 3.364 -1.391 -0.078
C 0.913 4.615 -1.258 -0.144
O 1.170 4.919 -2.551 0.080
C 1.167 3.792 -3.270 -0.477
O 1.893 3.669 -4.288 0.108
O 0.443 2.799 -2.640 0.021
H -1.059 3.661 -1.497 0.127
H 0.070 2.646 -0.575 0.118
H 1.837 4.412 -0.717 0.121
H 0.378 5.394 -0.714 0.139
C -4.599 -2.253 2.869 -0.131
C -3.679 -1.089 3.221 -0.111
O -4.557 -0.003 3.409 0.099
C -5.782 -0.364 3.071 -0.545
O -6.759 0.375 2.913 0.115
O -5.866 -1.675 2.775 0.075
H -4.666 -3.067 3.591 0.132
H -4.381 -2.716 1.906 0.108
H -3.052 -0.982 2.336 0.110
H -2.967 -1.320 4.013 0.133
C 2.810 1.707 4.585 -0.118
C 2.964 0.426 3.820 -0.133
O 4.323 0.470 3.486 0.068
C 4.951 1.453 4.089 -0.644
O 6.145 1.516 4.087 0.155
O 4.117 2.179 4.768 0.110
H 2.299 1.544 5.533 0.141
H 2.304 2.370 3.883 0.134
H 2.244 0.204 3.033 0.113
H 2.898 -0.386 4.545 0.134
C -4.089 -5.328 -1.991 -0.033
C -3.418 -4.372 -1.013 -0.361
O -4.451 -4.053 -0.091 0.097
C -5.659 -4.289 -0.736 -0.486
O -6.763 -4.060 -0.231 0.146
O -5.420 -4.805 -1.939 0.089
F -2.937 -3.331 -1.651 0.102
H -4.083 -6.307 -1.511 0.143
H -3.496 -5.302 -2.906 0.149
H -2.623 -4.860 -0.449 0.170
C 4.299 1.877 0.294 -0.060
C 4.610 1.314 -1.030 -0.247
O 4.794 2.450 -1.889 0.164
C 4.561 3.559 -1.241 -0.596
O 4.574 4.682 -1.658 0.177
O 4.021 3.216 -0.071 0.072
F 3.453 0.722 -1.503 0.047
H 5.174 1.720 0.924 0.149
H 3.409 1.400 0.704 0.130
H 5.438 0.608 -1.093 0.176
C -0.837 -0.627 -1.855 -0.056
C -1.928 -0.055 -0.841 -0.281
O -0.995 0.333 0.170 0.082
C 0.245 -0.281 0.078 -0.477
O 1.188 -0.062 0.777 0.147
O 0.192 -1.083 -1.019 0.070
F -2.693 -1.002 -0.365 0.101
H -0.365 0.130 -2.481 0.115
H -1.200 -1.445 -2.478 0.134
H -2.567 0.783 -1.117 0.169
C -1.208 0.708 -4.950 -0.141
O -2.109 1.055 -3.885 -0.129
H -1.622 1.010 -5.913 0.078
H -0.219 1.164 -4.911 0.077
H -1.128 -0.373 -5.062 0.080
H -2.204 2.010 -3.922 0.078
C 3.549 -2.821 0.545 -0.140
O 3.497 -1.634 1.306 -0.141
H 2.520 -3.023 0.245 0.073
H 4.182 -2.620 -0.319 0.078
H 3.868 -3.653 1.172 0.082
H 2.899 -1.017 0.878 0.012

Entry 6:
49
Properties=species:S:1:pos:R:3:lowdin_charge:R:1 method="wB97M-V/def2-TZVPD" e_tot_ha=-986.77552 charge=+1 smiles=CN(C)C[C@@H]1CCC[N@@H+]1[C@H](c1ccccc1)c1ccc(F)cc1 homo_ev=-11.6 fmax_ev_per_a=2.8
F -2.132 -3.125 3.767 0.064
C -1.086 -2.583 3.074 -0.241
C -0.303 -1.585 3.649 0.008
C 0.679 -0.938 2.889 -0.030
C 0.794 -1.227 1.508 -0.203
C 1.538 -0.235 0.557 -0.082
C 2.138 -0.952 -0.646 -0.208
C 3.530 -1.066 -0.817 -0.035
C 4.058 -1.421 -2.058 -0.054
C 3.199 -1.790 -3.102 -0.058
C 1.820 -1.843 -2.875 -0.056
C 1.277 -1.428 -1.655 -0.084
C 0.212 -2.446 1.054 -0.005
C -0.806 -3.081 1.802 0.031
H -0.458 -1.309 4.689 0.128
H 1.249 -0.093 3.307 0.128
H 2.341 0.265 1.175 0.147
H 4.189 -0.780 0.021 0.121
H 5.139 -1.427 -2.206 0.117
H 3.595 -2.083 -4.058 0.106
H 1.126 -2.225 -3.640 0.120
H 0.174 -1.426 -1.492 0.121
H 0.423 -2.821 0.055 0.103
H -1.346 -3.935 1.407 0.128
C 4.285 2.091 -0.297 -0.110
N 3.197 2.712 -1.019 -0.283
C 3.670 3.611 -2.081 -0.080
C 2.160 3.208 -0.115 -0.163
C 0.829 2.458 -0.279 -0.191
C -0.277 3.082 0.552 -0.141
C -1.399 2.063 0.526 -0.140
C -0.787 0.692 0.294 -0.105
N 0.640 0.872 -0.209 0.051
H 3.859 1.459 0.499 0.058
H 4.851 1.473 -1.009 0.086
H 4.960 2.848 0.163 0.103
H 2.821 4.067 -2.618 0.089
H 4.337 4.418 -1.706 0.094
H 4.253 2.989 -2.782 0.090
H 2.507 3.217 0.952 0.138
H 1.913 4.273 -0.384 0.147
H 0.566 2.681 -1.333 0.161
H 0.090 3.406 1.541 0.131
H -0.578 4.015 0.041 0.137
H -1.944 2.027 1.460 0.120
H -2.108 2.258 -0.267 0.119
H -0.783 0.118 1.233 0.109
H -1.292 0.085 -0.466 0.137
H 0.522 0.618 -1.260 0.181